{
  "formula": "C15H15F6N6O4S3Ti",
  "method": "ωB97M-V with the def2-TZVPD basis set",
  "de_lowest_kj_mol": 6.2,
  "charge": 2,
  "lumo_ev": [-7.54, -7.59],
  "gap_ev": [7.976, 8.515],
  "multiplicity": 2,
  "s2": 0.754,
  "species": ["Ti", "C", "C", "N", "N", "C", "N", "S", "C", "C", "C", "C", "C", "N", "H", "H", "H", "H", "H", "H", "H", "H", "H", "H", "F", "C", "F", "F", "S", "O", "O", "N", "S", "O", "O", "C", "F", "F", "F", "C", "C", "C", "N", "C", "C", "H", "H", "H", "H", "H"],
  "coordinates": [[-0.26757, -0.20807, 0.45293], [-1.59233, -0.91427, -3.80634], [-0.82402, -0.76087, -2.53685], [-1.38517, -0.76091, -1.37590], [-2.74487, -0.96086, -1.31447], [-3.28398, -1.27048, -0.11531], [-4.55428, -1.62058, -0.06836], [-2.34058, -1.18741, 1.30073], [0.64410, -0.66308, -2.48916], [1.42955, -0.75895, -3.62007], [2.81660, -0.76447, -3.48624], [3.35317, -0.68375, -2.22166], [2.49898, -0.57532, -1.12929], [1.17015, -0.55265, -1.24145], [-2.42366, -0.20647, -3.84280], [-1.99360, -1.92982, -3.88443], [-0.98305, -0.73861, -4.68426], [-3.24375, -1.15402, -2.17249], [-5.14475, -1.68344, -0.88448], [-4.97202, -1.83692, 0.82463], [0.98941, -0.84660, -4.60098], [3.45011, -0.84434, -4.35910], [4.42074, -0.70517, -2.05508], [2.90579, -0.51288, -0.13172], [3.29175, 1.28027, 3.11573], [2.00829, 1.56966, 3.09879], [1.62520, 2.11224, 4.22819], [1.73922, 2.38697, 2.07999], [1.07309, -0.00181, 2.81218], [1.49183, -0.43785, 1.42670], [-0.32965, 0.40102, 2.58531], [1.36956, -0.89213, 3.96411], [2.03981, -2.39470, 3.98656], [2.44496, -2.66435, 5.30995], [2.87248, -2.56762, 2.84557], [0.52408, -3.38701, 3.64973], [-0.37934, -3.22959, 4.59544], [0.84931, -4.65516, 3.52368], [-0.01170, -2.95837, 2.47847], [-0.97332, 4.56743, -0.37063], [-1.69388, 3.86108, 0.58038], [-1.43621, 2.51581, 0.74651], [-0.52493, 1.85937, 0.00199], [0.16911, 2.55067, -0.91982], [-0.02259, 3.89889, -1.13018], [-1.14384, 5.62619, -0.51310], [-2.43466, 4.34460, 1.20071], [-1.95140, 1.93841, 1.50318], [0.90837, 2.00004, -1.48568], [0.56947, 4.41587, -1.87159]],
  "forces_ev_per_a": [[0.3675, 0.0259, 0.0080], [0.0016, -0.0404, 0.0043], [-0.0860, 0.0076, 0.1266], [-0.1404, -0.0010, -0.0933], [-0.0213, -0.0554, -0.0024], [0.0620, -0.0065, 0.0483], [0.0052, 0.0151, -0.0178], [-0.1031, 0.0585, -0.0972], [0.0813, -0.0015, -0.0098], [-0.0151, 0.0026, 0.0307], [-0.0142, 0.0025, 0.0199], [0.0244, -0.0019, -0.0324], [0.0272, 0.0191, 0.1100], [-0.0361, 0.0107, -0.2117], [0.0111, 0.0165, -0.0018], [0.0068, 0.0010, -0.0052], [0.0015, 0.0063, -0.0002], [-0.0114, 0.0032, 0.0087], [0.0025, 0.0015, -0.0009], [-0.0002, -0.0021, 0.0021], [-0.0096, -0.0056, 0.0036], [-0.0038, -0.0015, -0.0011], [-0.0013, 0.0026, 0.0010], [-0.0252, 0.0060, 0.0059], [-0.0055, 0.0216, 0.0007], [0.0116, -0.0363, -0.0371], [-0.0202, -0.0074, 0.0072], [0.0083, 0.0322, -0.0211], [0.0483, -0.2772, 0.1486], [-0.0143, 0.0538, -0.0089], [-0.0945, 0.0238, -0.0032], [-0.0335, 0.2442, -0.0258], [-0.0190, -0.0322, -0.0522], [0.0447, -0.0132, 0.0309], [0.0163, 0.0070, 0.0097], [-0.0553, -0.0765, -0.0502], [0.0137, 0.0233, 0.0276], [-0.0003, 0.0038, 0.0122], [0.0191, 0.0073, -0.0069], [-0.0055, -0.0011, 0.0031], [0.0082, -0.0091, 0.0076], [0.0167, 0.0548, -0.0173], [-0.0682, -0.0779, 0.1048], [0.0117, -0.0082, -0.0079], [0.0070, 0.0030, -0.0015], [0.0037, 0.0010, -0.0015], [-0.0012, -0.0024, 0.0009], [-0.0066, 0.0044, -0.0098], [-0.0077, 0.0008, -0.0030], [-0.0012, -0.0027, -0.0026]]
}


{
  "formula": "C25H7Cl2F4N5O4STi",
  "method": "ωB97M-V with the def2-TZVPD basis set",
  "de_lowest_kj_mol": 1.7,
  "charge": 2,
  "lumo_ev": [-9.12, -9.12],
  "gap_ev": [5.926, 5.929],
  "species": ["Ti", "Cl", "C", "C", "C", "C", "C", "Cl", "C", "S", "H", "H", "H", "O", "C", "C", "C", "C", "C", "C", "C", "O", "N", "O", "O", "H", "H", "H", "H", "F", "C", "C", "F", "C", "C", "C", "F", "C", "C", "C", "N", "C", "N", "F", "C", "C", "N", "C", "N"],
  "coordinates": [[-0.67527, 1.73501, -0.07275], [-2.93908, 1.00377, 0.27596], [-2.44158, 0.11597, 1.73478], [-2.93866, -1.15303, 1.92503], [-2.56930, -1.83158, 3.07994], [-1.72589, -1.24957, 4.01026], [-1.23913, 0.03459, 3.80125], [-0.21634, 0.75479, 4.97368], [-1.58842, 0.74292, 2.64897], [-1.03503, 2.40735, 2.38300], [-3.61313, -1.59975, 1.20766], [-2.95536, -2.82644, 3.25480], [-1.44814, -1.77993, 4.91072], [0.69896, 1.19922, 0.82747], [0.78841, 2.11810, 1.91513], [1.29902, 3.46312, 1.49963], [2.28380, 4.12623, 2.20741], [2.66841, 5.38024, 1.77365], [2.10903, 5.99342, 0.66893], [1.12058, 5.33118, -0.04605], [0.73130, 4.07785, 0.37527], [-0.24496, 3.36913, -0.30847], [3.72838, 6.08659, 2.53230], [4.00763, 7.20034, 2.16496], [4.22971, 5.48024, 3.45074], [1.30833, 1.68117, 2.76308], [2.75686, 3.69935, 3.08219], [2.44690, 6.97775, 0.37657], [0.66373, 5.77720, -0.91887], [-0.56634, -1.48868, -0.93930], [-0.41403, -2.44883, -1.87778], [-0.33958, -3.72952, -1.47207], [-0.41849, -3.98280, -0.18247], [-0.17357, -4.82001, -2.41306], [-0.10752, -4.41518, -3.80501], [-0.19006, -3.12209, -4.19187], [-0.12850, -2.83549, -5.47816], [-0.34516, -2.04991, -3.25036], [-0.42380, -0.72323, -3.64863], [-0.56783, 0.31851, -2.72009], [-0.75672, 1.22546, -2.01964], [-0.34029, -0.25469, -4.99958], [-0.27716, 0.21569, -6.04493], [0.03044, -5.33688, -4.72375], [-0.08775, -6.12550, -2.01857], [0.09419, -7.21646, -2.92328], [0.25598, -8.13828, -3.58954], [-0.17889, -6.52837, -0.64724], [-0.27570, -6.85900, 0.44812]],
  "forces_ev_per_a": [[-0.6546, 0.2281, -0.2228], [-0.7505, -0.3690, 0.0846], [0.0761, -0.0633, 0.3291], [-0.1103, 0.0140, -0.1497], [0.0217, 0.0065, 0.0270], [-0.0001, -0.0030, 0.0151], [-0.0684, -0.0658, -0.0432], [0.0208, 0.0098, 0.0126], [0.0123, 0.1601, 0.0097], [0.1552, -0.1696, -0.0754], [0.0094, 0.0062, -0.0062], [-0.0002, -0.0008, 0.0090], [0.0051, 0.0030, -0.0015], [1.0369, -0.3853, 0.2245], [-0.3434, 0.3326, 0.3149], [-0.0947, -0.1304, -0.1126], [0.0673, 0.0041, 0.0667], [-0.0628, -0.0172, -0.0451], [-0.0006, 0.0037, 0.0267], [-0.1167, 0.0078, -0.1719], [0.2145, 0.0675, 0.3176], [0.5218, 1.1157, -0.0112], [0.0220, -0.0198, -0.0695], [0.0076, 0.0913, -0.0211], [0.0136, -0.0444, 0.1000], [0.0246, -0.1015, -0.0730], [-0.0065, -0.0046, -0.0125], [0.0092, -0.0051, 0.0070], [0.0036, 0.0068, 0.0088], [0.0162, -0.1351, -0.1419], [-0.0260, -0.0230, 0.2251], [-0.0139, 0.1248, 0.0903], [0.0059, 0.0054, -0.1035], [0.0091, -0.1246, 0.0249], [0.0042, 0.0498, -0.0554], [-0.0010, -0.0598, -0.0691], [-0.0042, 0.0320, 0.0722], [0.0012, 0.0553, -0.0918], [0.1678, -0.0199, -0.0581], [-0.3619, 0.1717, -0.1202], [0.1934, -0.8613, -0.3658], [0.0149, 0.0316, 0.0299], [-0.0114, 0.0139, -0.0235], [0.0018, 0.0182, 0.0664], [-0.0091, 0.0442, -0.0223], [0.0268, 0.0131, 0.0122], [-0.0147, -0.0249, -0.0118], [-0.0367, 0.0780, 0.0007], [0.0247, -0.0667, 0.0043]]
}


{
  "formula": "C28H41BrHgN2P2S",
  "method": "ωB97M-V with the def2-TZVPD basis set",
  "charge": 2,
  "lumo_ev": [-9.36, -9.42],
  "gap_ev": [3.729, 3.656],
  "species": ["C", "C", "C", "C", "N", "C", "C", "C", "C", "C", "C", "C", "C", "C", "Hg", "P", "H", "H", "H", "H", "H", "H", "H", "H", "C", "C", "H", "H", "H", "H", "H", "C", "C", "H", "H", "H", "H", "H", "C", "C", "H", "H", "H", "H", "H", "Br", "P", "C", "C", "H", "H", "H", "H", "H", "C", "C", "H", "H", "H", "H", "H", "C", "C", "H", "H", "H", "H", "H", "S", "C", "C", "N", "C", "H", "H", "H"],
  "coordinates": [[-2.69959, -1.09354, -5.18961], [-3.03538, 0.01999, -4.38933], [-4.12951, 0.80225, -4.80580], [-4.95424, 0.31340, -5.83914], [-4.69010, -0.81939, -6.48897], [-3.59381, -1.51718, -6.18304], [-2.24986, 0.35635, -3.21544], [-1.08550, 0.15389, -2.67854], [0.29713, -0.18126, -2.53840], [0.61235, -1.06859, -1.47984], [1.89768, -1.07437, -0.95551], [2.83613, -0.14653, -1.43861], [2.59792, 0.51954, -2.64548], [1.33737, 0.47054, -3.22849], [-2.26216, 1.01673, -1.08323], [-0.08729, -0.81711, 2.42111], [-4.32958, 1.76931, -4.34659], [-1.76650, -1.63006, -5.05717], [-5.85669, 0.86096, -6.14532], [-3.42001, -2.43775, -6.74657], [1.14569, 1.02498, -4.14168], [-0.20883, -1.64155, -1.03308], [3.40232, 1.09693, -3.08166], [2.17317, -1.75096, -0.15409], [0.98248, -0.62757, 3.90577], [0.33281, -0.60357, 5.29236], [1.51089, 0.32848, 3.74529], [1.74275, -1.42387, 3.85588], [1.12023, -0.55399, 6.06016], [-0.30044, 0.28337, 5.43350], [-0.27066, -1.49962, 5.49839], [-1.81401, -0.53837, 3.04118], [-2.92476, -0.99922, 2.09551], [-1.89966, 0.54596, 3.21638], [-1.91963, -1.03118, 4.01829], [-3.87399, -0.52600, 2.39260], [-2.73438, -0.71222, 1.04694], [-3.07331, -2.08818, 2.12734], [-0.12300, -2.64797, 2.15609], [-0.39247, -3.49229, 3.39944], [0.83587, -2.92382, 1.68137], [-0.90966, -2.82959, 1.40618], [-0.34182, -4.55469, 3.12730], [0.34248, -3.32023, 4.19643], [-1.39559, -3.31787, 3.81446], [4.39075, 0.17847, -0.50353], [0.08411, 3.45915, 0.10203], [-0.72168, 2.37450, 1.34753], [-0.79359, 2.99579, 2.76244], [-0.16737, 1.41408, 1.38172], [-1.74851, 2.16108, 0.99042], [-1.23186, 2.28643, 3.48135], [0.19276, 3.28994, 3.14922], [-1.42533, 3.89477, 2.78128], [1.85141, 2.91317, 0.30492], [2.92901, 4.01123, 0.23039], [2.08321, 2.14053, -0.45628], [1.91420, 2.41480, 1.29024], [3.91630, 3.55576, 0.40254], [2.94997, 4.50675, -0.74852], [2.76187, 4.77648, 1.00163], [-0.06889, 3.26697, -1.72096], [-0.99339, 4.32323, -2.34928], [-0.39955, 2.25134, -2.05271], [0.95882, 3.38286, -2.11968], [-1.24192, 4.05296, -3.37997], [-1.93355, 4.44103, -1.79999], [-0.49451, 5.29578, -2.38595], [4.95969, -5.02841, -0.03061], [4.54603, -4.84396, 1.66093], [3.34258, -4.17077, 1.77954], [2.79918, -3.75629, 0.57967], [3.50106, -4.16023, -0.46042], [5.12812, -5.20936, 2.49152], [2.82251, -3.93373, 2.70767], [3.26372, -3.97847, -1.50351]],
  "forces_ev_per_a": [[-0.1888, -0.4179, 0.2873], [-1.1814, 0.3742, -0.7337], [-0.2598, -0.3942, 0.0434], [0.6063, 0.2734, 0.1777], [-0.2472, -0.1744, 0.2533], [0.2519, 0.8689, 0.2742], [4.1562, -0.7027, -0.0400], [-1.4335, -1.4658, -4.1351], [-0.7690, -0.0120, 0.9052], [0.1595, 0.4209, 0.3286], [-0.0659, 0.1573, -0.0077], [-0.8802, -0.7552, -0.4916], [-0.3570, -0.1191, -0.2832], [0.4118, 0.8429, 0.4332], [-1.2178, 0.6432, 2.2155], [-0.8365, -1.1368, 0.2622], [-0.1761, -0.3508, 0.0890], [-0.1939, -0.1317, 0.3127], [0.5128, -0.2167, 0.1215], [0.0628, 0.3787, 0.1313], [-0.0703, 0.0206, 0.1538], [0.5302, 0.0571, -0.0588], [-0.0961, 0.0119, -0.1613], [-0.1453, 0.0510, 0.0954], [0.4624, 0.5519, -0.0161], [-0.0937, -0.0146, 0.3206], [0.0340, -0.3589, 0.1857], [-0.1820, 0.2620, -0.1267], [-0.2395, -0.0258, -0.2689], [0.1087, -0.2681, -0.0794], [0.1980, 0.3022, -0.0873], [0.0983, 0.4569, -0.0743], [-0.2735, -0.0015, 0.4040], [-0.1127, -0.4784, 0.0506], [0.0032, 0.1237, -0.2681], [0.2756, -0.2237, -0.1562], [0.0663, -0.0174, 0.0235], [0.1034, 0.3283, -0.0990], [0.2106, 0.2056, -0.4228], [-0.0937, -0.2550, 0.1593], [-0.3775, 0.0327, 0.1376], [0.2605, 0.0028, 0.0900], [0.0055, 0.2166, 0.0950], [-0.1602, -0.0346, -0.2221], [0.2795, 0.0084, -0.0942], [0.4413, -0.0771, 0.1988], [1.9264, 1.0755, 0.4774], [0.0440, -0.5006, -0.1580], [-0.3039, 0.3643, 0.0741], [-0.2275, 0.2769, -0.1598], [-0.3084, -0.1109, -0.0091], [0.2525, 0.2451, -0.3453], [-0.1737, -0.1752, -0.2933], [0.2156, -0.2399, -0.1164], [0.2411, -0.2589, 0.2934], [-0.1058, 0.0175, 0.1279], [-0.3423, 0.2995, 0.3628], [-0.0056, 0.1902, -0.3573], [-0.3192, 0.2024, -0.0854], [-0.0279, -0.0941, 0.2121], [0.0827, -0.2083, -0.2753], [-0.6191, -0.3322, -0.4122], [-0.0115, -0.0347, -0.1932], [0.3926, 0.6089, 0.3595], [-0.4288, -0.1205, 0.3427], [0.0548, 0.0160, 0.0790], [0.1361, -0.0077, -0.0276], [-0.1581, -0.1297, 0.1371], [-1.0314, 0.5397, 0.9806], [-1.1846, 0.5507, -0.6002], [1.1808, -0.2843, -0.9319], [0.0679, -0.3929, -0.7119], [0.6767, -0.2364, 1.5882], [0.2030, -0.1667, -0.2503], [0.2691, -0.1044, -0.2577], [-0.0829, 0.0521, 0.2274]]
}